C19H16IN2O5Pd | ωB97M-V/def2-TZVPD

Positions of all 44 atoms, in Å:
Pd: -0.52759 0.43419 0.06838
O: 2.45398 2.44363 -2.66191
C: 1.62402 1.91057 -1.76818
O: 0.60385 1.33951 -2.04380
C: 2.12771 2.12540 -0.35517
C: 3.32031 2.78659 -0.09257
C: 3.69888 2.94274 1.22881
C: 2.88353 2.44559 2.23515
C: 1.70907 1.79691 1.88052
N: 1.35211 1.64635 0.60808
C: 0.72514 1.20508 2.89075
O: 1.01430 1.33231 4.18013
O: -0.27838 0.63770 2.55201
H: 2.09220 2.27858 -3.54789
H: 3.92742 3.16181 -0.90155
H: 4.62109 3.44864 1.47849
H: 3.18953 2.57470 3.26402
H: 1.82784 1.82449 4.33829
C: -1.44524 -3.80415 -2.78392
C: -1.87217 -2.45859 -2.71466
C: -1.26938 -1.58714 -1.85505
C: -0.21518 -2.02830 -1.00960
C: 0.42128 -1.18595 -0.06187
C: 1.44904 -1.60147 0.72549
C: 1.88703 -2.94735 0.62254
C: 1.28444 -3.80450 -0.24969
C: 0.21923 -3.37236 -1.08121
C: -0.42404 -4.24542 -1.99425
H: -1.92763 -4.48118 -3.47544
H: -2.67283 -2.11591 -3.35611
H: -1.59809 -0.54746 -1.85239
H: 1.91929 -0.93681 1.43773
H: 2.69667 -3.29226 1.25199
H: 1.61330 -4.83333 -0.32110
H: -0.08821 -5.27316 -2.05483
N: -3.47569 0.50097 1.51453
C: -3.37736 1.44053 0.56955
O: -2.29801 1.80810 0.09295
C: -4.65161 2.08176 0.09193
I: -5.85650 0.69353 -0.98099
H: -2.65134 0.12389 1.95883
H: -4.37662 0.19811 1.84519
H: -4.40005 2.88450 -0.59028
H: -5.25535 2.44915 0.91708

ΔE to the lowest compared entry with this formula, charge and spin, kcal per mole: 10.1
Gap between HOMO and LUMO, hartree: 0.25169
LUMO, eV: -3.73
Net charge: +1
Energy, Ha: -1644.74672

Atom charges from the Mulliken analysis, given in e for atoms 1 to 6: atom 1 (Pd): 0.44, atom 2 (O): -0.44, atom 3 (C): 0.04, atom 4 (O): -0.45, atom 5 (C): 0.46, atom 6 (C): -0.56

C19H16IrN4O2S6 | ωB97M-V/def2-TZVPD

Positions of all 48 atoms, in Å:
Ir: 0.39769 -0.01368 0.08174
C: 0.14066 0.68172 4.31269
C: -0.25981 0.54228 2.86183
O: 0.69591 0.29883 2.05620
C: -1.60848 0.70315 2.55061
C: -2.21794 0.63132 1.27639
C: -3.69522 0.87167 1.13933
N: -1.54156 0.36120 0.19477
N: -2.21805 0.29690 -1.01046
C: -1.43796 -0.02785 -1.99106
O: -0.15598 -0.28554 -1.86649
C: -2.03920 -0.13457 -3.34373
C: -3.38096 0.17557 -3.56181
C: -3.92335 0.06736 -4.83268
C: -3.13606 -0.35679 -5.89768
C: -1.79777 -0.65538 -5.68647
C: -1.25101 -0.54770 -4.41347
H: 1.21119 0.51423 4.40757
H: -0.39706 -0.04318 4.92461
H: -0.10425 1.68090 4.67654
H: -2.25934 0.92501 3.38593
H: -4.14484 1.07824 2.10907
H: -4.16759 -0.00149 0.68881
H: -3.86814 1.71086 0.46478
H: -3.97566 0.50558 -2.72131
H: -4.96369 0.32033 -4.99799
H: -3.56564 -0.45320 -6.88759
H: -1.17948 -0.97228 -6.51915
H: -0.21176 -0.78144 -4.23267
S: 4.24286 -6.30915 -0.39085
C: 3.37454 -4.90949 -0.26316
S: 1.73591 -4.84740 0.27384
C: 1.51362 -3.10857 0.19191
C: 2.57290 -2.41313 -0.22568
S: 2.67567 -0.69422 -0.33139
S: 3.99091 -3.34725 -0.65714
S: -0.02686 -2.46558 0.65488
S: 0.65630 2.59911 -0.40170
C: 0.89386 2.31704 -2.06892
N: 2.05103 1.67760 -2.41996
C: 2.26489 1.25205 -3.66339
C: 1.38023 1.60325 -4.63771
C: 0.28014 2.37682 -4.26181
N: 0.02985 2.71082 -3.01452
H: 2.63371 1.33264 -1.66019
H: 3.13176 0.62492 -3.81711
H: 1.52564 1.29244 -5.66101
H: -0.46265 2.69039 -4.98716

ΔE to the lowest compared entry with this formula, charge and spin, kcal per mole: 0.0
Gap between HOMO and LUMO, hartree: 0.20052
LUMO, eV: 1.66
Net charge: -1
Energy, Ha: -3596.75545

Atom charges from the Mulliken analysis, given in e for atoms 1 to 6: atom 1 (Ir): 1.86, atom 2 (C): -1.51, atom 3 (C): 1.13, atom 4 (O): -0.80, atom 5 (C): -1.16, atom 6 (C): 1.39

C19H16N4O3PdS2 | ωB97M-V/def2-TZVPD

Positions of all 45 atoms, in Å:
Pd: -0.21773 -0.00521 -0.81909
O: 3.47398 -1.73098 2.88083
C: 4.18656 -1.31340 1.83883
C: 5.57241 -1.38327 1.99693
C: 6.40879 -0.96439 0.99519
C: 5.90588 -0.44933 -0.22130
C: 4.56336 -0.36844 -0.40011
C: 3.65124 -0.79830 0.61310
C: 2.27649 -0.67392 0.29987
O: 1.81774 -0.17271 -0.74383
N: 1.33827 -1.19499 1.26644
N: 0.14747 -1.15155 0.88314
C: -0.75492 -1.68835 1.85864
S: -2.38795 -1.38888 1.72962
C: -2.82890 -2.60127 3.02129
C: -1.70946 -2.64899 4.03449
S: -0.14567 -2.65315 3.10283
H: 2.52688 -1.63529 2.71612
H: 5.95419 -1.77169 2.93055
H: 7.47908 -1.02840 1.14285
H: 6.58628 -0.12907 -0.99660
H: 4.14992 0.01288 -1.32233
H: -2.96733 -3.55275 2.50381
H: -3.77390 -2.29268 3.46580
H: -1.74314 -3.55100 4.64332
H: -1.68618 -1.77244 4.68300
O: -2.13646 -0.14752 -0.77930
C: -3.01830 0.80816 -1.10444
C: -4.31861 0.67657 -0.59991
C: -5.29440 1.60023 -0.90616
C: -5.00615 2.69035 -1.72494
C: -3.74110 2.81712 -2.24965
C: -2.73724 1.88318 -1.96397
C: -1.43603 1.98622 -2.59205
N: -0.34507 1.29534 -2.27125
C: 0.68520 1.68055 -3.11085
C: 0.20575 2.62239 -3.95174
N: -1.11678 2.80098 -3.61258
H: -4.55581 -0.18998 0.00174
H: -6.29339 1.47252 -0.51128
H: -5.76806 3.42050 -1.95572
H: -3.52621 3.66423 -2.88919
H: 1.66586 1.24631 -3.04522
H: 0.67413 3.16700 -4.75142
H: -1.76068 3.41345 -4.08546

ΔE to the lowest compared entry with this formula, charge and spin, kcal per mole: 0.0
Gap between HOMO and LUMO (alpha / beta), hartree: 0.13097 / 0.13053
LUMO (alpha / beta), eV: -9.72 / -9.73
Net charge: +2
Energy, Ha: -2102.04092

Atom charges from the Mulliken analysis, given in e for atoms 1 to 6: atom 1 (Pd): 1.08, atom 2 (O): -0.56, atom 3 (C): 0.70, atom 4 (C): -0.76, atom 5 (C): -0.27, atom 6 (C): -0.81

C19H17Cl2N3O5S | ωB97M-V/def2-TZVPD

Positions of all 47 atoms, in Å:
C: -2.03853 4.16196 0.02519
C: -2.65092 2.84062 0.28023
O: -3.65410 2.72493 1.15640
N: -4.05139 1.43397 1.23120
C: -3.29165 0.74130 0.42515
C: -3.49576 -0.69727 0.20122
C: -4.45275 -1.13731 -0.71185
Cl: -5.37304 0.03014 -1.57934
C: -4.65926 -2.48964 -0.93470
C: -3.90175 -3.41880 -0.24368
C: -2.94124 -3.01063 0.66564
C: -2.75155 -1.65643 0.87831
Cl: -1.55735 -1.12805 2.01724
C: -2.35020 1.59540 -0.22239
C: -1.30804 1.27807 -1.21546
O: -1.04557 1.99187 -2.15986
N: -0.66318 0.10130 -0.97731
C: 0.48916 -0.23133 -1.75464
C: 1.25529 -1.47762 -1.28535
O: 0.98727 -2.62531 -1.07971
N: 2.41893 -0.76431 -1.15905
C: 1.80921 0.51752 -1.41094
S: 1.87897 1.40746 0.18021
C: 2.96169 0.12037 0.99337
C: 2.10906 -0.69312 1.95859
C: 4.09268 0.83271 1.71788
C: 3.45365 -0.79863 -0.16774
C: 4.75398 -0.30379 -0.78807
O: 4.83468 0.47761 -1.69177
O: 5.81248 -0.86412 -0.20119
H: -2.80956 4.92657 -0.03062
H: -1.35652 4.42234 0.83464
H: -1.48299 4.11981 -0.90781
H: -5.40565 -2.80422 -1.64630
H: -4.05813 -4.47192 -0.41712
H: -2.34097 -3.72812 1.20099
H: -0.76355 -0.34050 -0.07406
H: 0.23857 -0.19538 -2.81821
H: 2.27527 1.12422 -2.18456
H: 1.59457 -0.02815 2.64875
H: 1.36210 -1.27722 1.42461
H: 2.73584 -1.37508 2.53031
H: 3.68905 1.41426 2.54285
H: 4.61146 1.51239 1.04557
H: 4.80377 0.10874 2.11195
H: 3.59826 -1.81943 0.19514
H: 6.63772 -0.54718 -0.60370

SMILES: Cc1onc(-c2c(Cl)cccc2Cl)c1C(=O)N[C@@H]1C(=O)N2[C@@H]1SC(C)(C)[C@@H]2C(=O)O
ΔE to the lowest compared entry with this formula, charge and spin, kcal per mole: 0.9
Gap between HOMO and LUMO, hartree: 0.35282
LUMO, eV: 0.44
Net charge: 0
Energy, Ha: -2593.29392

Atom charges from the Mulliken analysis, given in e for atoms 1 to 6: atom 1 (C): -1.31, atom 2 (C): -0.09, atom 3 (O): -0.17, atom 4 (N): -0.64, atom 5 (C): -0.87, atom 6 (C): 0.34

C19H17ClIN5OOsS | ωB97M-V/def2-TZVPD

Positions of all 46 atoms, in Å:
Os: -0.23505 -0.03940 0.32651
C: -5.05795 -2.45693 -1.25922
C: -5.17175 -1.21291 -0.39345
N: -4.34803 -0.10570 -0.88671
C: -3.12730 0.21720 -0.48321
S: -2.33249 -0.81038 0.74677
N: -2.53498 1.26638 -0.99510
N: -1.29815 1.49273 -0.44453
C: -0.82721 2.70714 -0.44934
C: -1.47605 3.83309 -1.16321
C: 0.34976 2.91889 0.41092
C: 1.08975 4.08658 0.38840
C: 2.14054 4.23111 1.28687
C: 2.40871 3.21213 2.18235
C: 1.62294 2.06826 2.14254
N: 0.61951 1.92725 1.28346
H: -5.66246 -3.25759 -0.83454
H: -4.02397 -2.79940 -1.31548
H: -5.41433 -2.26499 -2.27078
H: -4.88620 -1.42234 0.63623
H: -6.19875 -0.85178 -0.36766
H: -4.73472 0.48560 -1.60913
H: -2.44182 3.53447 -1.55404
H: -0.84229 4.14062 -2.00047
H: -1.58901 4.69381 -0.50376
H: 0.85155 4.87347 -0.31272
H: 2.73276 5.13613 1.28971
H: 3.20271 3.29564 2.91042
H: 1.78882 1.25241 2.83510
Cl: 5.27568 -4.13279 -0.51350
C: 4.20353 -2.82777 -0.55644
C: 4.56201 -1.68071 -1.25490
C: 3.71540 -0.58871 -1.32532
I: 4.23438 1.11084 -2.35399
C: 2.43903 -0.63378 -0.67873
O: 1.60472 0.31570 -0.72397
C: 2.09278 -1.82764 0.07807
N: 0.88554 -1.79684 0.70302
C: 0.49816 -2.86808 1.39094
C: 1.29357 -4.00870 1.49728
C: 2.51687 -4.04579 0.87355
C: 2.94351 -2.92506 0.13865
H: 5.52280 -1.65164 -1.75051
H: -0.47013 -2.81552 1.86991
H: 0.93186 -4.85208 2.06752
H: 3.14578 -4.92289 0.94245

Multiplicity: 5
Gap between HOMO and LUMO (alpha / beta), hartree: 0.25566 / 0.18077
LUMO (alpha / beta), eV: -7.00 / -9.08
Net charge: +2
<S²>: 6.0571
Energy, Ha: -2329.43739

Atom charges from the Mulliken analysis, given in e for atoms 1 to 6: atom 1 (Os): 0.97, atom 2 (C): -0.92, atom 3 (C): -0.64, atom 4 (N): -0.12, atom 5 (C): 0.50, atom 6 (S): -0.39

C19H17F3O3 | ωB97M-V/def2-TZVPD

Positions of all 42 atoms, in Å:
C: -6.50365 -0.21176 -0.40317
O: -5.44548 -0.56762 0.45557
C: -4.22648 -0.01083 0.25789
C: -3.91112 0.89355 -0.75361
C: -2.62752 1.39078 -0.85524
C: -1.62201 1.02070 0.04094
C: -0.29783 1.56711 -0.12153
C: 0.75959 1.39497 0.69038
C: 2.07115 1.92971 0.32960
O: 2.25185 2.74105 -0.55096
C: 3.23361 1.36064 1.14055
C: 3.62856 -0.06667 0.69088
O: 4.04927 -0.74888 1.85060
C: 2.47887 -0.78810 -0.00290
C: 1.69357 -1.65719 0.74561
C: 0.59810 -2.28046 0.17726
C: 0.27821 -2.04498 -1.14781
C: 1.06468 -1.19098 -1.90056
C: 2.16063 -0.56183 -1.33638
C: 4.86455 0.01193 -0.23210
F: 4.76382 0.84985 -1.26313
F: 5.95072 0.39007 0.45647
F: 5.15466 -1.20371 -0.74256
C: -1.95316 0.10715 1.05072
C: -3.22501 -0.39919 1.15548
H: -6.29231 -0.49442 -1.43913
H: -6.71685 0.86047 -0.35349
H: -7.36988 -0.76761 -0.04831
H: -4.65676 1.21288 -1.46462
H: -2.39627 2.09107 -1.64467
H: -0.13721 2.16798 -1.00918
H: 0.69578 0.82043 1.60035
H: 2.95500 1.28585 2.19219
H: 4.09607 2.02312 1.05035
H: 4.40179 -1.61695 1.61440
H: 1.93777 -1.82931 1.78379
H: -0.00821 -2.94623 0.77286
H: -0.58153 -2.52405 -1.59114
H: 0.82405 -1.00488 -2.93600
H: 2.74197 0.11566 -1.93951
H: -1.19917 -0.21447 1.75099
H: -3.48382 -1.10489 1.92911

SMILES: COc1ccc(/C=C/C(=O)C[C@@](O)(c2ccccc2)C(F)(F)F)cc1
ΔE to the lowest compared entry with this formula, charge and spin, kcal per mole: 5.5
Gap between HOMO and LUMO, hartree: 0.29793
LUMO, eV: -0.10
Net charge: 0
Energy, Ha: -1259.53313

Atom charges from the Mulliken analysis, given in e for atoms 1 to 6: atom 1 (C): -0.85, atom 2 (O): -0.45, atom 3 (C): 0.92, atom 4 (C): -0.41, atom 5 (C): -0.89, atom 6 (C): 0.74

Please write out number 5 again, unchanged.
C19H17ClIN5OOsS | ωB97M-V/def2-TZVPD

Positions of all 46 atoms, in Å:
Os: -0.23505 -0.03940 0.32651
C: -5.05795 -2.45693 -1.25922
C: -5.17175 -1.21291 -0.39345
N: -4.34803 -0.10570 -0.88671
C: -3.12730 0.21720 -0.48321
S: -2.33249 -0.81038 0.74677
N: -2.53498 1.26638 -0.99510
N: -1.29815 1.49273 -0.44453
C: -0.82721 2.70714 -0.44934
C: -1.47605 3.83309 -1.16321
C: 0.34976 2.91889 0.41092
C: 1.08975 4.08658 0.38840
C: 2.14054 4.23111 1.28687
C: 2.40871 3.21213 2.18235
C: 1.62294 2.06826 2.14254
N: 0.61951 1.92725 1.28346
H: -5.66246 -3.25759 -0.83454
H: -4.02397 -2.79940 -1.31548
H: -5.41433 -2.26499 -2.27078
H: -4.88620 -1.42234 0.63623
H: -6.19875 -0.85178 -0.36766
H: -4.73472 0.48560 -1.60913
H: -2.44182 3.53447 -1.55404
H: -0.84229 4.14062 -2.00047
H: -1.58901 4.69381 -0.50376
H: 0.85155 4.87347 -0.31272
H: 2.73276 5.13613 1.28971
H: 3.20271 3.29564 2.91042
H: 1.78882 1.25241 2.83510
Cl: 5.27568 -4.13279 -0.51350
C: 4.20353 -2.82777 -0.55644
C: 4.56201 -1.68071 -1.25490
C: 3.71540 -0.58871 -1.32532
I: 4.23438 1.11084 -2.35399
C: 2.43903 -0.63378 -0.67873
O: 1.60472 0.31570 -0.72397
C: 2.09278 -1.82764 0.07807
N: 0.88554 -1.79684 0.70302
C: 0.49816 -2.86808 1.39094
C: 1.29357 -4.00870 1.49728
C: 2.51687 -4.04579 0.87355
C: 2.94351 -2.92506 0.13865
H: 5.52280 -1.65164 -1.75051
H: -0.47013 -2.81552 1.86991
H: 0.93186 -4.85208 2.06752
H: 3.14578 -4.92289 0.94245

Multiplicity: 5
Gap between HOMO and LUMO (alpha / beta), hartree: 0.25566 / 0.18077
LUMO (alpha / beta), eV: -7.00 / -9.08
Net charge: +2
<S²>: 6.0571
Energy, Ha: -2329.43739

Atom charges from the Mulliken analysis, given in e for atoms 1 to 6: atom 1 (Os): 0.97, atom 2 (C): -0.92, atom 3 (C): -0.64, atom 4 (N): -0.12, atom 5 (C): 0.50, atom 6 (S): -0.39